Entry from the OMol25 dataset: a structure of composition C56H40F5LuNO3P2S2 at a distorted geometry (ωB97M-V with the def2-TZVPD basis set).

Atoms and positions in Å:
1 C 4.0050 -2.2079 -3.6553
2 C -2.3250 2.7498 -2.1350
3 C -2.8887 4.0285 -2.2724
4 H -5.9219 -0.1760 -2.6157
5 O 1.6238 2.5712 -0.5327
6 H -4.0870 0.9514 -1.4451
7 C 2.7326 -1.8365 -4.1545
8 F 4.8528 -1.5251 3.7854
9 C 0.3249 -3.8430 0.1780
10 C -2.9984 4.8319 -1.1456
11 F 4.0096 0.5376 -0.4244
12 H -2.0054 -5.4913 -3.9275
13 C -2.6882 5.3139 1.1722
14 C -1.3962 2.8830 1.5786
15 C 6.6010 -0.5217 2.6069
16 F 7.4753 -0.7444 3.6149
17 H 1.6578 -6.8957 0.7815
18 C 5.2860 -0.9188 2.6606
19 F 6.6080 1.2783 -0.5325
20 C -3.3140 -3.8303 -3.3690
21 H -5.7056 -2.4658 -4.7331
22 P -0.3064 1.4729 2.0069
23 H 4.9355 -1.9554 -4.1988
24 C -4.6759 -4.2431 -3.8205
25 C -1.8717 3.1223 0.2264
26 C -0.2209 -4.5355 2.4078
27 P 0.2610 -2.4415 -0.9849
28 C 4.3409 -0.5803 1.6823
29 H -1.3221 3.4874 3.6442
30 C -3.3522 -0.9931 2.9762
31 C -1.4385 0.5209 3.0923
32 H 3.4363 3.0778 -2.9741
33 C -4.9520 -0.6760 -2.5079
34 H -2.8954 7.4634 0.7684
35 C 1.5527 3.3588 2.7398
36 C 1.5763 -1.9585 -3.3500
37 C -2.6265 -0.5495 -1.7337
38 C 4.8678 0.2234 0.6779
39 H 1.7972 3.0384 -3.6963
40 C 1.6825 -2.5989 -2.1082
41 H 2.6032 -1.5226 -5.1825
42 C -3.4246 6.4936 0.6296
43 H -3.3348 -2.6837 4.3373
44 H 1.4677 0.1739 3.9448
45 C -2.3412 -1.8960 -2.1591
46 C 1.8496 3.3744 -1.5678
47 H 4.2145 3.3421 4.9189
48 O 1.7322 4.5938 -1.5451
49 H -0.6991 -4.3232 3.3710
50 C 0.5905 -5.6797 2.2491
51 C -2.4632 4.3897 0.0616
52 N 2.4415 1.1975 -2.7113
53 H -4.6716 -4.6389 -4.8609
54 C -2.8135 -1.7846 4.0018
55 C -1.0648 -3.9589 -2.6954
56 H 1.7821 0.7920 -3.3956
57 C 2.6483 3.8090 3.4781
58 H -3.0780 7.0208 -1.4767
59 H 2.9808 -3.4620 -0.6338
60 H 3.0426 4.8046 3.2770
61 H 5.0329 -3.3256 -2.0877
62 C 1.7048 1.2480 3.9216
63 H -5.0642 -5.0368 -3.1721
64 H 0.6527 -1.5341 -3.6803
65 C -3.3998 -2.5373 -2.7834
66 C 0.9965 2.1152 3.0626
67 C -1.0213 -0.1635 4.2281
68 H -4.3242 -1.2638 2.5373
69 C -0.3742 -3.6299 1.4052
70 C -2.1212 -4.5257 -3.4007
71 H -0.1274 -4.5086 -2.6727
72 C 2.9160 -3.0460 -1.6434
73 C 1.0711 -4.9838 -0.0526
74 C -1.6686 3.7439 2.6377
75 H -3.0882 0.7121 1.6663
76 H -6.5319 -3.0905 -3.3142
77 S -1.4364 0.4779 -0.8067
78 H -1.0012 -2.7297 1.4741
79 C -5.5371 -2.9316 -3.7392
80 C -1.8833 2.2746 -0.9032
81 H -4.6564 6.2597 -1.1856
82 C -3.8975 -0.0260 -1.8761
83 F 8.4052 0.5619 1.4891
84 C 1.1334 -5.9527 0.9908
85 H -2.6108 5.5584 3.3003
86 C -4.6943 -1.9743 -2.9546
87 H -0.2484 0.2939 4.8658
88 C 2.4100 2.7041 -2.8318
89 S 2.6778 -1.0160 1.5343
90 O -0.1257 0.4077 -1.7215
91 C 6.1838 0.6103 0.5486
92 H -3.2977 4.3393 -3.2480
93 C 7.0830 0.2287 1.5399
94 Lu 1.7265 0.5241 -0.5982
95 C -3.5982 6.2236 -0.8955
96 C 4.0641 -2.8944 -2.4151
97 H 1.1852 3.9844 1.9347
98 H 1.5373 -5.1256 -1.0196
99 C -1.6067 -1.3727 4.6147
100 H 3.3421 0.8464 -2.9983
101 H -2.2235 2.1480 -3.0508
102 C 2.7877 1.7252 4.6746
103 C 3.3015 2.9976 4.4112
104 C -2.3258 4.9483 2.4467
105 H -4.4090 6.6389 1.0981
106 C -1.1393 -2.7136 -2.0630
107 H -1.1308 -1.9195 5.4243
108 C -2.6670 0.1245 2.4850
109 H 3.2090 1.0431 5.4353
110 H 0.6925 -6.4024 3.0636

For the relative energy (zero: lowest compared OMol25 entry of this formula, charge and spin), the calculation gives 0.0 kcal per mole. As for the HOMO energy: -0.367 Ha. Its charge is +1. The HOMO-LUMO gap comes out at 7.220 eV. The energy comes out at -5652.3065 a.u.